# 1
{"formula": "C19H34N3O2P", "method": "ωB97M-V/def2-TZVPD", "symbols": ["C", "C", "C", "C", "C", "C", "C", "C", "N", "C", "C", "N", "C", "C", "C", "P", "N", "H", "H", "H", "H", "H", "H", "H", "H", "H", "H", "H", "H", "H", "H", "H", "H", "H", "H", "C", "C", "C", "O", "H", "H", "H", "H", "H", "H", "H", "H", "C", "C", "C", "O", "H", "H", "H", "H", "H", "H", "H", "H"], "positions_angstrom": [[1.467054, 3.906658, 0.839249], [0.148395, 3.288947, 0.151241], [-0.255724, 4.273257, -1.082482], [0.377181, 1.787326, -0.434774], [0.566396, 0.713249, 0.749631], [1.937685, -0.102662, 0.707325], [3.216449, 0.296287, -0.051963], [4.550727, -0.560214, -0.029961], [5.656247, -0.075603, -0.808183], [6.787473, -0.937452, -0.735256], [6.813473, -2.223373, 0.135331], [5.747523, -2.741747, 0.927529], [4.614690, -1.869254, 0.789323], [3.296193, -2.291524, 1.564857], [1.995363, -1.456250, 1.541488], [0.506359, -2.135416, 2.515143], [-0.140622, -1.014267, 3.501632], [2.316358, 3.160423, 1.006437], [1.811600, 4.781228, 0.180739], [1.227114, 4.360112, 1.876274], [-0.724826, 3.342295, 0.894162], [-0.668176, 5.281871, -0.721253], [-1.072219, 3.774487, -1.707529], [0.701422, 4.510599, -1.691538], [-0.623545, 1.526842, -0.960147], [1.175244, 1.750073, -1.250339], [0.477827, 1.281071, 1.744751], [-0.280670, -0.061489, 0.650617], [3.172580, 1.263547, -0.678822], [7.724878, -0.675701, -1.341823], [7.791568, -2.836621, 0.127889], [3.318318, -3.275276, 2.166092], [0.921276, -3.275448, 3.308956], [-0.453017, -2.547118, 1.503843], [-1.120783, -0.881864, 3.171687], [-3.756601, 5.902919, -3.671020], [-3.691917, 4.430932, -4.047130], [-5.023854, 3.939751, -4.592093], [-3.337362, 3.663368, -2.898591], [-4.503429, 6.073624, -2.888782], [-2.796403, 6.239219, -3.270337], [-4.010333, 6.520822, -4.536336], [-2.909454, 4.276874, -4.795356], [-5.814579, 4.042524, -3.841767], [-4.966148, 2.878094, -4.847317], [-5.315566, 4.498837, -5.484991], [-4.023581, 3.792602, -2.229931], [-2.799129, -6.241979, 3.324502], [-1.891428, -5.860666, 2.165786], [-1.506326, -7.078087, 1.340190], [-0.711465, -5.238666, 2.672526], [-2.295820, -6.939855, 4.001491], [-3.058331, -5.359438, 3.915603], [-3.721531, -6.706836, 2.966966], [-2.396554, -5.129311, 1.528533], [-0.958256, -7.804945, 1.948480], [-0.844880, -6.790955, 0.518162], [-2.390007, -7.568001, 0.923289], [-0.256859, -5.877825, 3.237999]], "atomic_forces_ev_per_a": [[-0.4, 0.5, 0.5], [0.5, 0.7, -1.0], [0.2, -0.3, 0.4], [-1.5, 0.5, 0.4], [0.7, 0.0, -0.8], [3.3, -1.4, -0.2], [-1.7, -2.0, 1.9], [-0.9, -0.1, 0.3], [1.1, -4.2, 2.1], [-2.5, -0.5, 1.5], [-1.3, 0.4, 0.1], [0.7, 4.8, -3.6], [-2.0, 0.3, 0.7], [-1.4, 2.6, -1.1], [4.3, -0.9, -1.4], [-0.7, 2.3, 0.8], [-0.2, -1.4, -1.6], [-1.2, 0.9, -0.4], [-0.2, -1.4, 1.0], [0.3, -0.7, -1.6], [1.3, -0.6, -1.0], [0.6, -1.5, -0.3], [1.2, 0.8, 0.6], [-1.7, -0.6, 0.7], [1.7, 0.4, 0.7], [-0.9, 0.2, 1.3], [0.1, -1.2, -1.3], [1.3, 1.2, 0.5], [0.4, -1.9, 1.1], [-1.7, -0.3, 1.0], [-1.8, 1.1, 0.1], [0.1, 1.8, -1.1], [0.2, 0.5, -1.2], [1.0, -0.2, 0.5], [0.9, 0.1, 0.5], [0.3, 0.2, 0.0], [-0.6, 0.2, 0.3], [0.0, -0.2, -0.2], [0.2, -0.2, 0.0], [-0.1, -0.1, -0.1], [0.0, 0.0, -0.1], [0.0, 0.0, 0.1], [0.0, -0.1, 0.2], [0.1, 0.1, 0.0], [0.0, 0.1, 0.0], [0.0, 0.0, 0.1], [0.1, 0.0, -0.2], [-0.2, 0.2, 0.1], [0.1, -0.6, 0.3], [0.1, 0.0, -0.3], [0.1, 0.3, -0.1], [0.0, -0.1, -0.1], [0.0, -0.1, -0.1], [0.1, 0.0, 0.1], [0.2, 0.1, 0.1], [-0.1, 0.0, 0.1], [-0.1, 0.0, 0.0], [0.1, 0.0, 0.0], [-0.1, 0.1, -0.1]], "homo_ev": -8.1, "e_lumo_ev": -0.8468, "smiles": "CC(C)CCc1cc2nccnc2cc1[PH2]=N.CC(C)O.CC(C)O"}



# 2
{"formula": "C8H17IN4", "method": "ωB97M-V/def2-TZVPD", "symbols": ["C", "C", "C", "C", "C", "C", "C", "C", "N", "N", "N", "N", "I", "H", "H", "H", "H", "H", "H", "H", "H", "H", "H", "H", "H", "H", "H", "H", "H", "H"], "positions_angstrom": [[2.620394, 1.123025, -0.245730], [3.478206, 0.071872, -0.141227], [1.457301, -0.763173, -0.128919], [-0.789589, -3.608556, 1.139375], [0.422523, -1.773918, -0.116019], [0.526366, -2.844170, 1.001876], [-1.791251, 2.219806, -1.053250], [-2.205442, 2.723754, 0.201452], [1.375555, 0.575870, -0.222532], [2.733849, -1.059043, 0.012190], [-3.446814, 2.871666, 0.602905], [-0.519863, 2.494335, -1.485397], [5.524080, 0.004363, -0.295124], [2.822971, 2.125853, -0.145788], [-0.819968, -4.076742, 2.083036], [-1.605894, -2.939247, 0.970976], [-0.870495, -4.446443, 0.591135], [-0.516565, -1.400222, 0.053712], [0.466344, -2.313005, -1.047274], [1.298984, -3.597649, 1.002446], [0.793246, -2.273658, 1.962018], [-1.842951, 1.016101, -0.933420], [-2.642663, 2.445079, -1.722149], [-1.395522, 3.154506, 0.818582], [2.953675, -2.036250, 0.011558], [-4.074986, 2.445034, -0.157159], [-3.826071, 3.119653, 1.481746], [-0.324040, 3.527164, -1.545425], [-0.324435, 2.100582, -2.382162], [0.523063, 1.113421, -0.311438]], "atomic_forces_ev_per_a": [[-2.0, -1.3, 0.4], [3.6, -1.5, 0.1], [-0.5, 0.3, 0.6], [0.9, 2.7, 1.3], [1.5, -1.9, 0.3], [0.5, 0.7, 2.3], [-4.2, -4.0, -0.1], [4.6, 2.1, 2.9], [0.7, 0.2, 0.0], [-0.3, -0.4, -0.7], [-3.6, -1.7, -3.5], [3.6, 2.3, 0.0], [-1.2, 0.3, 0.2], [0.3, 2.2, -0.3], [-0.3, 0.2, 1.7], [-0.8, 0.1, 0.2], [-0.1, -2.5, -3.0], [-2.3, 1.5, -0.2], [-0.2, 0.0, -0.8], [0.7, 0.0, -0.9], [-0.8, -0.7, -1.1], [0.0, 1.4, -0.7], [0.4, -0.2, -0.6], [-0.6, -0.2, -0.1], [1.0, -0.4, 0.2], [0.4, 1.2, 2.3], [0.0, 0.1, 0.6], [-0.3, -1.4, 0.1], [-0.1, -0.1, -0.7], [-1.0, 1.0, -0.5]], "multiplicity": 3, "total_charge": 2, "homo_ev": [-10.6, -15.3], "e_lumo_ev": [-7.7585, -12.2682]}



# 3
{"formula": "C5H6O", "method": "ωB97M-V/def2-TZVPD", "symbols": ["C", "C", "C", "C", "C", "O", "H", "H", "H", "H", "H", "H"], "positions_angstrom": [[-1.354003, 1.482997, 0.996188], [-0.341805, 0.759831, 0.590017], [0.322521, -0.129226, -0.103980], [1.702640, -0.713289, 0.018122], [-0.694505, -0.660595, -1.087512], [-1.013904, -1.820276, -1.158135], [-1.492566, 2.507658, 0.665476], [-2.104478, 1.047438, 1.651934], [2.138778, -0.560602, 1.008474], [2.375429, -0.258267, -0.719680], [1.667901, -1.787474, -0.189600], [-1.206009, 0.131808, -1.671300]], "atomic_forces_ev_per_a": [[0.2, 0.0, 0.0], [-0.2, 0.0, -0.1], [-0.1, 0.2, 0.1], [0.0, 0.0, 0.0], [-0.1, -0.4, -0.1], [0.4, 0.3, -0.2], [0.1, 0.0, 0.2], [0.2, 0.1, 0.0], [-0.2, 0.0, -0.1], [-0.2, -0.1, 0.1], [0.0, 0.2, 0.1], [-0.1, -0.2, 0.0]], "e_above_lowest_kcal_mol": 44.61, "homo_ev": -9.7, "e_lumo_ev": 0.6557, "smiles": "C=C=C(C)C=O"}



no.,electronic energy (eV),molecular weight (g/mol)
1,-38101.2454,367.47
2,-22611.5759,296.16
3,-7327.3501,82.10